1.
{"formula": "C28H28AsN5RuS", "method": "ωB97M-V/def2-TZVPD", "fmax_ev_per_a": 1.421, "gap_ev": [7.18, 6.12], "homo_ev": [-10.29, -10.15], "s2": 0.77, "de_lowest_kcal_mol": 0.8, "charge": 1, "multiplicity": 2, "symbols": ["Ru", "S", "C", "C", "C", "C", "C", "C", "As", "C", "C", "C", "C", "C", "C", "C", "C", "C", "C", "C", "C", "H", "H", "H", "H", "H", "H", "H", "H", "H", "H", "H", "H", "H", "H", "C", "N", "C", "C", "N", "H", "H", "H", "H", "H", "H", "N", "N", "H", "H", "H", "H", "N", "C", "C", "C", "C", "C", "C", "C", "H", "H", "H", "H"], "positions_angstrom": [[-0.59, -0.57, 0.79], [-0.71, 1.62, 1.46], [0.69, 2.51, 0.87], [1.01, 3.75, 1.43], [2.12, 4.44, 0.98], [2.94, 3.92, -0.01], [2.63, 2.70, -0.58], [1.50, 2.01, -0.15], [0.95, 0.31, -0.82], [2.41, -0.38, -1.87], [3.41, -1.10, -1.23], [4.52, -1.52, -1.95], [4.63, -1.21, -3.30], [3.63, -0.48, -3.93], [2.52, -0.06, -3.22], [-0.50, 0.59, -2.07], [-1.17, 1.81, -2.14], [-2.26, 1.95, -2.98], [-2.68, 0.87, -3.75], [-2.02, -0.35, -3.68], [-0.93, -0.49, -2.83], [0.39, 4.16, 2.22], [2.37, 5.40, 1.43], [3.82, 4.47, -0.34], [3.26, 2.28, -1.36], [3.33, -1.34, -0.18], [5.30, -2.08, -1.45], [5.50, -1.53, -3.86], [3.72, -0.24, -4.98], [1.74, 0.51, -3.72], [-0.84, 2.65, -1.53], [-2.76, 2.90, -3.05], [-3.53, 0.99, -4.42], [-2.34, -1.18, -4.29], [-0.38, -1.43, -2.80], [-5.23, 1.28, 2.35], [-4.94, 0.50, 1.14], [-6.00, 0.29, 0.16], [-3.78, -0.07, 1.00], [-2.74, -0.57, 0.88], [-6.01, 0.78, 2.93], [-5.58, 2.27, 2.06], [-4.33, 1.37, 2.95], [-6.82, -0.26, 0.61], [-5.60, -0.27, -0.68], [-6.35, 1.26, -0.20], [0.42, -3.03, -0.74], [-0.78, -2.67, -0.04], [0.32, -3.96, -1.15], [1.17, -3.08, -0.05], [-1.09, -3.43, 0.56], [-1.49, -2.53, -0.75], [3.24, -3.36, 6.38], [2.63, -2.89, 5.53], [1.86, -2.31, 4.46], [0.65, -2.88, 4.09], [-0.07, -2.34, 3.04], [0.40, -1.21, 2.36], [1.60, -0.62, 2.77], [2.34, -1.17, 3.81], [0.29, -3.76, 4.62], [-1.02, -2.78, 2.77], [1.96, 0.28, 2.29], [3.27, -0.73, 4.12]], "mulliken_spin": [0.87, 0.06, 0.00, 0.01, -0.01, 0.01, -0.01, 0.01, -0.03, -0.01, 0.00, 0.00, 0.00, 0.00, 0.00, -0.01, 0.01, 0.00, 0.00, 0.00, 0.02, 0.00, 0.00, 0.00, 0.00, 0.00, 0.00, 0.00, 0.00, 0.00, 0.00, 0.00, 0.00, 0.00, 0.00, 0.00, 0.00, 0.00, -0.01, 0.03, 0.00, 0.00, 0.00, 0.00, 0.00, 0.00, 0.01, 0.00, 0.00, 0.00, 0.00, 0.00, 0.03, -0.01, 0.07, -0.04, 0.08, -0.13, 0.09, -0.04, 0.00, 0.00, 0.01, 0.00]}

---

2.
{"formula": "C4H15NO6", "method": "ωB97M-V/def2-TZVPD", "fmax_ev_per_a": 6.023, "gap_ev": 10.17, "smiles": "N[C@H](CCO)C(=O)O.O.O.O", "homo_ev": -9.89, "de_lowest_kcal_mol": 78.7, "charge": 0, "symbols": ["N", "C", "C", "C", "O", "C", "O", "O", "H", "H", "H", "H", "H", "H", "H", "H", "H", "O", "H", "H", "O", "H", "H", "O", "H", "H"], "positions_angstrom": [[2.02, -0.78, -1.05], [1.20, 0.21, -0.56], [0.75, 1.28, -1.65], [-0.89, 1.36, -1.88], [-1.72, 0.24, -1.35], [1.91, 0.91, 0.64], [3.00, 1.40, 0.74], [1.02, 0.99, 1.69], [2.61, -0.19, -1.74], [1.45, -1.49, -1.65], [0.28, -0.09, 0.01], [1.14, 2.29, -1.43], [1.18, 0.79, -2.53], [-1.25, 2.34, -1.45], [-1.04, 1.13, -2.98], [-1.26, -0.42, -0.78], [1.52, 0.98, 2.55], [-2.12, 0.30, 2.35], [-1.69, -0.19, 3.09], [-1.62, 1.01, 2.21], [0.10, -2.33, 1.65], [-0.31, -3.10, 1.23], [0.86, -2.57, 2.17], [-2.53, -1.64, 0.38], [-2.98, -1.15, -0.34], [-1.64, -1.28, 0.66]], "mulliken_charge": [-0.76, 1.43, -0.66, -0.40, -0.54, -0.22, -0.58, -0.42, 0.38, 0.30, -0.57, 0.36, 0.28, 0.25, 0.30, 0.53, 0.32, -0.55, 0.31, 0.26, -0.57, 0.30, 0.26, -0.69, 0.35, 0.34]}

---

| no. | total energy (hartree) |
| --- | --- |
| 1 | -4086.1386 |
| 2 | -667.5221 |